Record 1
DFT (wB97M-V/def2-TZVPD) results for C16H20F3N3O2 in the gas phase.

Each line ends with the Mulliken charge.
Element x y z (Å)
1 C -7.34 -1.12 1.86  -0.705
2 O -6.82 0.08 1.34  -0.421
3 C -5.95 -0.09 0.24  -0.242
4 C -4.57 -0.67 0.66  -0.761
5 N -3.43 -0.30 -0.14  0.420
6 C -3.17 1.11 -0.22  -0.738
7 C -1.70 1.38 -0.21  0.529
8 N -0.72 0.55 -0.09  -0.381
9 C 0.38 1.35 -0.14  0.393
10 C 1.74 0.83 -0.05  0.241
11 C 2.83 1.70 -0.09  -0.750
12 C 4.11 1.20 0.00  -0.743
13 C 4.30 -0.17 0.13  0.364
14 C 5.69 -0.72 0.27  0.926
15 F 6.06 -0.85 1.56  -0.253
16 F 5.83 -1.94 -0.27  -0.265
17 F 6.62 0.06 -0.31  -0.268
18 C 3.22 -1.04 0.18  -0.789
19 C 1.94 -0.54 0.08  -0.433
20 N 0.08 2.61 -0.28  -0.519
21 O -1.28 2.65 -0.33  -0.149
22 C -3.13 -1.07 -1.34  0.321
23 C -4.28 -1.19 -2.34  -1.497
24 C -2.60 -2.45 -0.95  -1.645
25 H -8.07 -0.83 2.61  0.262
26 H -7.83 -1.71 1.08  0.306
27 H -6.56 -1.73 2.33  0.288
28 H -5.82 0.91 -0.17  0.289
29 H -6.43 -0.72 -0.52  0.304
30 H -4.62 -1.76 0.69  0.301
31 H -4.39 -0.32 1.69  0.321
32 H -3.59 1.60 -1.12  0.241
33 H -3.60 1.61 0.65  0.535
34 H 2.65 2.76 -0.19  0.477
35 H 4.96 1.86 -0.03  0.429
36 H 3.39 -2.10 0.28  0.425
37 H 1.08 -1.19 0.11  0.577
38 H -2.30 -0.53 -1.82  0.337
39 H -4.71 -0.21 -2.55  0.364
40 H -3.91 -1.61 -3.27  0.454
41 H -5.06 -1.84 -1.96  0.272
42 H -2.16 -2.94 -1.82  0.443
43 H -3.39 -3.09 -0.56  0.354
44 H -1.83 -2.34 -0.18  0.385

SMILES string: COCCN(Cc1nc(-c2ccc(C(F)(F)F)cc2)no1)C(C)C
E: -1236.00431 Eh
Kohn-Sham gap: 8.7 eV

Record 2
DFT (wB97M-V/def2-TZVPD) results for a molecular structure, C5H12OS2.

Each line ends with the Mulliken charge.
Element x y z (Å)
1 C 1.73 1.78 -0.41  -1.252
2 C 0.65 0.87 0.16  0.030
3 C 0.18 -0.48 -0.57  0.154
4 C -1.17 -0.91 -0.11  -0.407
5 C -1.74 -0.90 1.42  -1.529
6 H 2.21 2.65 0.35  0.290
7 H 1.28 2.38 -1.37  0.287
8 H 2.65 1.13 -0.54  0.339
9 H -0.38 1.26 0.04  0.234
10 H 2.22 0.43 1.26  0.405
11 H 0.48 -0.25 -1.60  0.605
12 H 1.60 -2.31 -2.13  0.112
13 H -1.38 -1.99 -0.56  0.378
14 H -1.61 -0.04 1.92  0.441
15 H -2.87 -1.21 1.25  0.434
16 H -1.14 -1.65 1.85  0.414
17 H -2.30 0.15 -1.85  0.150
18 O 0.79 0.54 1.53  -0.597
19 S 1.43 -1.77 -0.17  -0.236
20 S -2.62 0.33 -0.46  -0.253

Energy above the lowest of the compared OMol25 structures with the same formula, charge and spin: 8.247 eV
E: -1069.01711 Eh
Kohn-Sham gap: 7.8 eV

Record 3
DFT (wB97M-V/def2-TZVPD) results for a molecular structure, C19H27BNO2PZr.

Each line ends with the Mulliken charge.
Element x y z (Å)
1 C 0.47 2.98 -3.05  -0.758
2 C -0.81 2.60 -2.64  -1.084
3 C -0.94 1.48 -1.81  0.057
4 C 0.21 0.86 -1.31  1.058
5 C 1.49 1.30 -1.71  0.170
6 C 1.61 2.38 -2.59  -0.826
7 C -2.36 1.08 -1.52  -0.843
8 C -2.64 -0.40 -1.19  -1.156
9 N -1.94 -1.47 -1.97  0.274
10 Zr -0.36 -0.74 0.17  0.023
11 C 2.74 0.67 -1.12  -1.328
12 P 2.18 -0.86 -0.23  1.144
13 H -1.70 3.10 -3.02  0.450
14 H 2.62 2.70 -2.91  0.467
15 H 0.55 3.81 -3.75  0.426
16 H 3.21 1.39 -0.43  0.484
17 H 3.49 0.39 -1.89  0.610
18 H -2.73 1.67 -0.65  0.401
19 H -2.99 1.43 -2.35  0.552
20 H -2.49 -0.55 -0.05  0.470
21 C 3.65 -1.18 0.75  -1.190
22 C 2.40 -1.97 -1.69  -1.199
23 H -3.73 -0.53 -1.30  0.577
24 C -1.28 -1.15 -3.25  -0.607
25 C -2.81 -2.68 -2.11  -1.054
26 H 0.45 -2.32 0.91  0.170
27 H -1.60 -1.87 -4.01  0.386
28 H -1.51 -0.15 -3.64  0.325
29 H -0.20 -1.23 -3.13  -0.048
30 H -3.07 -2.93 -3.15  0.343
31 H -2.32 -3.55 -1.67  0.317
32 H -3.78 -2.54 -1.59  0.389
33 H 3.42 -1.84 -2.09  0.481
34 H 2.25 -3.00 -1.35  0.436
35 H 1.67 -1.75 -2.48  0.167
36 H 4.57 -1.06 0.15  0.420
37 H 3.68 -0.51 1.61  0.376
38 H 3.58 -2.22 1.12  0.409
39 H -0.38 -2.57 0.69  0.279
40 O -0.55 -0.23 2.42  -0.192
41 B 0.37 0.75 1.68  0.952
42 O 0.74 1.73 2.62  -0.549
43 C 0.18 1.39 3.81  0.908
44 C 0.47 1.96 5.02  -0.780
45 C -0.13 1.40 6.17  -0.469
46 C -1.13 0.42 6.07  -0.617
47 C -1.35 -0.21 4.83  -0.800
48 C -0.63 0.26 3.70  0.354
49 H 1.18 2.79 5.07  0.463
50 H 0.17 1.75 7.16  0.393
51 H -1.76 0.21 6.96  0.383
52 H -2.15 -0.95 4.74  0.385

Charge: +2
E: -1358.03098 Eh
Kohn-Sham gap: 6.0 eV

Record 4
DFT (wB97M-V/def2-TZVPD) results for 18 unconnected molecules or ions with the total composition C58H146N6O18.

Each line ends with the Mulliken charge.
Element x y z (Å)
1 C -4.34 1.69 3.20  -0.182
2 O -4.36 2.01 4.57  -0.597
3 H -3.57 2.25 2.67  -0.009
4 H -4.13 0.62 3.07  0.097
5 H -5.30 1.85 2.71  0.392
6 H -3.51 1.81 4.96  0.313
7 C -2.95 1.01 -1.14  -0.764
8 O -3.05 0.51 0.19  -0.413
9 H -3.36 0.30 -1.87  0.477
10 H -3.60 1.89 -1.21  0.410
11 H -1.94 1.35 -1.36  0.062
12 H -3.77 -0.13 0.24  0.182
13 C 1.33 -5.89 -1.40  -0.834
14 O 0.48 -5.39 -2.44  -0.428
15 H 1.94 -6.73 -1.77  0.386
16 H 1.96 -5.12 -0.95  0.308
17 H 0.69 -6.35 -0.65  0.255
18 H 1.08 -5.13 -3.15  0.225
19 C -2.49 -1.84 7.34  -0.397
20 O -3.48 -2.13 6.38  -0.479
21 H -2.22 -2.71 7.94  0.309
22 H -1.57 -1.48 6.87  0.095
23 H -2.88 -1.07 8.01  0.203
24 H -3.24 -2.97 5.95  0.386
25 O 2.35 -0.43 6.88  -0.548
26 H 3.29 -0.22 6.94  0.258
27 H 2.30 -1.38 7.05  0.262
28 O 4.20 -3.84 3.15  -0.662
29 H 4.54 -4.52 2.56  0.303
30 H 4.23 -3.03 2.62  0.306
31 O 5.21 0.80 1.77  -0.579
32 H 4.35 0.98 1.38  0.224
33 H 5.79 1.48 1.40  0.327
34 O -0.11 0.39 8.07  -0.667
35 H -0.22 0.92 7.28  0.253
36 H 0.80 0.08 8.01  0.384
37 O -4.47 -1.96 0.88  -0.783
38 H -4.59 -1.90 1.84  0.352
39 H -3.66 -2.48 0.77  -0.021
40 O 1.77 -4.17 4.69  -0.594
41 H 2.49 -3.80 4.15  0.311
42 H 2.09 -4.15 5.59  0.254
43 O -2.93 -4.32 4.84  -0.732
44 H -2.79 -5.15 5.30  0.279
45 H -2.18 -4.25 4.20  0.466
46 O -0.84 -4.28 3.13  -0.927
47 H -0.75 -3.57 2.46  0.090
48 H -0.12 -4.11 3.76  0.343
49 C 2.03 3.94 3.40  -1.628
50 C 1.62 4.00 4.88  2.349
51 C 2.75 4.67 5.66  -1.368
52 C 2.81 6.19 5.42  -0.660
53 C 1.47 6.82 5.75  -1.399
54 C 0.28 6.17 5.04  2.202
55 N 0.38 4.71 5.15  -0.064
56 O -0.70 4.11 4.45  -0.304
57 C -1.00 6.61 5.74  -2.117
58 C 0.19 6.66 3.58  -1.958
59 C 1.51 2.54 5.40  -1.159
60 H 2.24 4.94 3.01  0.396
61 H 1.24 3.54 2.77  -0.203
62 H 2.95 3.38 3.27  0.586
63 H 2.61 4.49 6.73  0.441
64 H 3.72 4.28 5.35  0.340
65 H 3.13 6.38 4.39  0.329
66 H 3.58 6.57 6.09  0.431
67 H 1.52 7.89 5.55  0.390
68 H 1.28 6.68 6.82  0.451
69 H -1.86 6.40 5.10  0.392
70 H -1.11 6.10 6.70  0.492
71 H -1.01 7.68 5.95  0.430
72 H -0.37 5.95 2.97  0.193
73 H -0.29 7.63 3.48  0.447
74 H 1.16 6.67 3.07  0.363
75 H 2.11 1.92 4.73  0.147
76 H 0.51 2.15 5.24  -0.360
77 H 1.90 2.41 6.40  0.450
78 H -1.22 3.68 5.13  0.274
79 C 4.21 2.60 -1.65  -1.409
80 C 4.69 1.54 -2.65  2.053
81 C 4.27 1.99 -4.07  -1.139
82 C 5.16 3.06 -4.67  -0.880
83 C 6.60 2.58 -4.65  -1.277
84 C 7.11 2.16 -3.26  1.530
85 N 6.11 1.29 -2.67  0.583
86 O 6.59 0.70 -1.47  -0.449
87 C 8.40 1.37 -3.50  -1.955
88 C 7.43 3.39 -2.41  -1.541
89 C 3.90 0.27 -2.36  -2.008
90 H 3.16 2.53 -1.34  0.098
91 H 4.39 3.63 -1.96  0.208
92 H 4.79 2.56 -0.71  0.223
93 H 4.20 1.08 -4.68  0.537
94 H 3.25 2.38 -3.99  0.107
95 H 5.04 3.96 -4.06  0.328
96 H 4.82 3.27 -5.68  0.436
97 H 7.25 3.38 -5.02  0.544
98 H 6.69 1.73 -5.32  0.386
99 H 8.17 0.31 -3.68  0.395
100 H 8.95 1.67 -4.40  0.396
101 H 9.07 1.45 -2.66  0.356
102 H 7.93 3.15 -1.47  0.381
103 H 8.08 4.08 -2.93  0.429
104 H 6.50 3.89 -2.13  0.261
105 H 4.15 -0.54 -3.07  0.633
106 H 2.85 0.47 -2.58  0.060
107 H 4.07 -0.18 -1.38  0.400
108 H 6.66 -0.23 -1.70  0.311
109 C -1.29 -0.91 4.03  -2.158
110 C -0.21 -0.59 2.99  2.026
111 C 1.14 -0.84 3.64  -0.292
112 C 2.32 -0.95 2.69  0.356
113 C 2.04 -1.80 1.46  -1.491
114 C 0.66 -1.65 0.82  2.751
115 N -0.35 -1.54 1.87  0.192
116 O -1.66 -1.55 1.36  1.689
117 C 0.61 -0.44 -0.14  -0.616
118 C 0.42 -2.87 -0.04  -2.267
119 C -0.36 0.88 2.60  0.539
120 H -2.28 -0.69 3.64  -0.127
121 H -1.07 -0.33 4.93  0.167
122 H -1.28 -1.97 4.29  0.538
123 H 1.38 -0.04 4.34  -0.466
124 H 1.04 -1.72 4.29  0.286
125 H 3.23 -1.24 3.21  0.694
126 H 2.52 0.08 2.34  -0.865
127 H 2.21 -2.87 1.63  0.951
128 H 2.78 -1.51 0.70  -0.025
129 H 0.88 0.51 0.31  -0.013
130 H 1.34 -0.57 -0.95  -0.045
131 H -0.35 -0.38 -0.65  -0.338
132 H 0.37 -3.77 0.58  0.778
133 H -0.50 -2.82 -0.63  -0.198
134 H 1.20 -3.04 -0.79  0.412
135 H -1.04 1.08 1.77  -0.805
136 H 0.61 1.31 2.33  -0.575
137 H -0.71 1.52 3.42  0.264
138 H -1.80 -0.65 1.00  -0.161
139 C 1.08 -1.94 -4.32  -1.747
140 C -0.25 -1.50 -4.97  2.229
141 C 0.12 -1.06 -6.39  -1.380
142 C -1.09 -0.82 -7.27  -0.559
143 C -1.94 -2.09 -7.34  -1.281
144 C -2.29 -2.68 -5.97  1.643
145 N -1.12 -2.66 -5.10  -0.227
146 O -1.43 -3.21 -3.84  0.930
147 C -3.50 -1.95 -5.36  -1.316
148 C -2.66 -4.15 -6.19  -1.765
149 C -0.79 -0.32 -4.18  -1.940
150 H 0.96 -1.99 -3.23  0.006
151 H 1.83 -1.21 -4.59  0.351
152 H 1.35 -2.94 -4.67  0.444
153 H 0.76 -0.18 -6.34  0.405
154 H 0.71 -1.87 -6.84  0.393
155 H -0.76 -0.53 -8.27  0.459
156 H -1.72 -0.02 -6.88  0.217
157 H -1.41 -2.84 -7.95  0.355
158 H -2.84 -1.83 -7.90  0.396
159 H -3.19 -1.09 -4.77  0.221
160 H -4.17 -1.55 -6.11  0.347
161 H -4.04 -2.59 -4.66  0.200
162 H -1.78 -4.69 -6.55  0.475
163 H -2.99 -4.63 -5.27  -0.025
164 H -3.46 -4.28 -6.92  0.422
165 H -1.27 -0.63 -3.24  0.228
166 H -1.55 0.23 -4.74  0.306
167 H -0.05 0.45 -3.96  0.366
168 H -0.92 -4.02 -3.77  0.016
169 C -3.21 -4.37 -1.57  -0.895
170 C -3.55 -5.49 -0.57  2.745
171 C -5.08 -5.59 -0.41  -1.454
172 C -5.78 -6.15 -1.62  -0.630
173 C -5.23 -7.53 -1.94  -1.456
174 C -3.71 -7.57 -2.10  2.001
175 N -3.11 -6.80 -1.03  0.067
176 O -1.69 -6.95 -1.02  -0.449
177 C -3.28 -9.04 -1.94  -1.921
178 C -3.36 -7.07 -3.51  -1.782
179 C -2.91 -5.16 0.77  -2.463
180 H -2.11 -4.32 -1.61  -0.454
181 H -3.59 -3.39 -1.27  0.688
182 H -3.60 -4.63 -2.55  -0.082
183 H -5.25 -6.17 0.50  0.530
184 H -5.43 -4.59 -0.14  0.396
185 H -5.69 -5.50 -2.49  0.229
186 H -6.84 -6.23 -1.36  0.419
187 H -5.70 -7.93 -2.84  0.395
188 H -5.55 -8.22 -1.14  0.538
189 H -2.41 -9.33 -2.53  0.357
190 H -3.08 -9.22 -0.89  0.412
191 H -4.10 -9.64 -2.34  0.465
192 H -4.04 -6.32 -3.91  0.253
193 H -2.37 -6.60 -3.53  0.249
194 H -3.28 -7.88 -4.25  0.527
195 H -2.72 -6.06 1.35  0.507
196 H -3.55 -4.54 1.40  0.623
197 H -1.99 -4.58 0.62  -0.200
198 H -1.43 -6.36 -1.75  0.301
199 C -1.53 3.69 -3.89  -1.899
200 C -1.38 4.85 -2.90  1.357
201 C -2.83 5.17 -2.46  -0.972
202 C -2.84 6.12 -1.26  -0.861
203 C -2.23 5.39 -0.07  -1.148
204 C -0.81 4.92 -0.35  2.415
205 N -0.69 4.37 -1.71  1.247
206 O 0.67 4.05 -2.00  -0.368
207 C 0.15 6.11 -0.11  -1.625
208 C -0.45 3.83 0.65  -1.335
209 C -0.74 6.06 -3.56  -1.630
210 H -0.55 3.37 -4.23  0.346
211 H -2.07 4.06 -4.77  0.464
212 H -2.07 2.84 -3.49  0.138
213 H -3.37 5.59 -3.30  0.540
214 H -3.28 4.23 -2.15  0.051
215 H -3.88 6.42 -1.11  0.526
216 H -2.24 7.00 -1.50  0.303
217 H -2.88 4.57 0.25  0.355
218 H -2.24 6.11 0.75  0.370
219 H 1.12 6.05 -0.59  0.265
220 H -0.24 7.00 -0.63  0.516
221 H 0.21 6.31 0.96  -0.003
222 H -1.10 2.96 0.48  -0.304
223 H 0.56 3.48 0.43  0.214
224 H -0.56 4.15 1.68  -0.253
225 H -1.43 6.71 -4.10  0.313
226 H 0.18 5.84 -4.11  0.331
227 H -0.32 6.68 -2.76  0.385
228 H 0.69 3.09 -1.90  0.201

E: -3980.08034 Eh
Kohn-Sham gap: 7.8 eV

Record 5
DFT (wB97M-V/def2-TZVPD) results for a molecular structure, C32H18IrN10O7S2Se.

Each line ends with the Mulliken charge.
Element x y z (Å)
1 Ir -0.48 -0.08 0.08  0.699
2 S 4.12 -2.49 5.47  0.189
3 N 4.43 -2.08 3.94  -0.670
4 C 3.29 -1.65 3.42  0.652
5 C 3.11 -1.18 2.07  0.531
6 C 4.12 -1.12 1.10  -0.827
7 C 3.80 -0.66 -0.16  -1.350
8 C 2.50 -0.25 -0.44  0.261
9 N 1.54 -0.28 0.49  0.441
10 C 1.83 -0.76 1.71  -0.391
11 C 0.71 -0.82 2.64  -0.216
12 N -0.50 -0.44 2.15  0.247
13 C -1.54 -0.44 2.99  -0.163
14 C -1.43 -0.83 4.32  -0.837
15 C -0.22 -1.26 4.81  -0.785
16 C 0.88 -1.25 3.95  0.627
17 C 2.21 -1.67 4.34  0.744
18 N 2.55 -2.13 5.54  -0.679
19 H 5.11 -1.45 1.36  0.544
20 H 4.54 -0.62 -0.94  0.606
21 H 2.21 0.08 -1.42  0.283
22 H -2.48 -0.12 2.58  0.300
23 H -2.31 -0.81 4.94  0.496
24 H -0.10 -1.59 5.83  0.588
25 O -4.18 0.88 -1.20  -0.698
26 C -3.03 0.53 -1.34  0.245
27 O -2.44 -0.20 -0.41  -0.816
28 C -2.28 0.91 -2.59  0.215
29 C -3.03 1.49 -3.60  -0.582
30 C -2.43 1.89 -4.78  -0.708
31 C -1.08 1.75 -4.98  -0.548
32 C -0.33 1.15 -3.99  -0.002
33 C -0.89 0.72 -2.76  0.324
34 O -0.09 0.22 -1.86  0.155
35 N 1.11 1.04 -4.22  1.024
36 O 1.70 0.10 -3.72  -0.592
37 O 1.65 1.96 -4.79  -0.582
38 N -3.25 2.51 -5.83  1.046
39 O -2.68 2.82 -6.86  -0.622
40 O -4.43 2.66 -5.61  -0.607
41 H -4.09 1.63 -3.45  0.659
42 H -0.61 2.09 -5.89  0.674
43 N -2.97 1.83 1.28  -0.307
44 C -1.86 2.51 0.92  0.235
45 N -0.76 1.98 0.42  0.952
46 C 0.18 2.98 0.10  -0.611
47 C 1.39 2.80 -0.54  0.000
48 C 2.19 3.90 -0.79  -1.130
49 C 1.79 5.18 -0.41  -0.645
50 C 0.57 5.38 0.21  -0.550
51 C -0.22 4.26 0.45  0.571
52 S -1.82 4.23 1.14  -0.288
53 H -3.13 0.97 0.75  0.343
54 H -3.80 2.39 1.40  0.315
55 H 1.70 1.82 -0.88  0.588
56 H 3.13 3.77 -1.31  0.458
57 H 2.43 6.03 -0.62  0.416
58 H 0.24 6.37 0.49  0.427
59 Se 0.34 -2.37 -2.19  0.534
60 N -0.32 -2.06 -0.52  -0.293
61 C -0.47 -3.22 0.10  1.242
62 C -1.04 -3.45 1.39  -0.363
63 C -1.11 -4.72 1.85  -0.825
64 C -0.64 -5.84 1.09  -0.679
65 C -0.13 -5.68 -0.15  -0.770
66 C -0.05 -4.36 -0.69  0.388
67 N 0.40 -4.09 -1.90  -0.794
68 H -1.46 -2.63 1.94  0.543
69 H -1.56 -4.90 2.82  0.467
70 H -0.73 -6.83 1.52  0.409
71 H 0.20 -6.51 -0.75  0.495

Charge: +1
Energy above the lowest of the compared OMol25 structures with the same formula, charge and spin: 0.000 eV
E: -5606.42479 Eh
Kohn-Sham gap: 7.2 eV

What LUMO level values result from the calculations? In sequence: 0.16 -1.24 -8.47 -0.13 -4.06 eV.
What highest occupied orbital energy values result from the calculations? In sequence: -8.57 -9.03 -14.51 -7.93 -11.28 eV.